No. 1
Computed, not measured: an isolated molecule of C4H4N2O, with the ωB97M-V functional and the def2-TZVPD basis.

Positions of all 11 atoms, in Å:
1 N -1.878 2.151 -1.512
2 C -1.045 1.582 -0.838
3 C -0.528 0.481 0.066
4 C -0.621 -0.977 -0.213
5 N 0.621 -0.223 -0.214
6 C 1.721 -0.240 0.586
7 O 2.392 0.851 0.905
8 H -0.877 0.757 1.190
9 H -1.000 -1.614 0.692
10 H -1.068 -1.503 -1.247
11 H 2.284 -1.263 0.585

Calculated values
net charge = 0
molecular weight = 96.09 g/mol
energy above the lowest of the compared OMol25 structures with the same formula, charge and spin = 375.9 kJ/mol
LUMO level = -0.03 eV
multiplicity = 1
SMILES string = N#C[C@H]1CN1C=O
frontier orbital gap = 10.616 eV



No. 2
Computed, not measured: a structure of composition C25H25BF4FeN3OPS5, with the ωB97M-V functional and the def2-TZVPD basis.

Positions of all 66 atoms, in Å:
1 Fe 1.578 -0.178 0.064
2 S 3.883 0.622 0.163
3 C 4.412 0.003 1.646
4 C 5.803 0.089 1.955
5 C 6.295 -0.332 3.152
6 C 5.424 -0.875 4.132
7 C 4.091 -0.991 3.878
8 C 3.527 -0.569 2.636
9 S 1.855 -0.737 2.419
10 H 6.462 0.503 1.202
11 H 7.357 -0.254 3.355
12 H 5.821 -1.201 5.087
13 H 3.423 -1.412 4.619
14 O 0.630 1.458 -0.045
15 C -0.325 2.367 -0.384
16 C -1.390 2.418 0.721
17 C -2.673 2.878 0.764
18 C -3.275 2.726 2.050
19 C -2.430 2.150 2.948
20 S -0.910 1.793 2.248
21 C 0.359 3.746 -0.478
22 C 1.689 3.957 -0.652
23 C 2.024 5.343 -0.745
24 C 0.938 6.154 -0.635
25 S -0.494 5.241 -0.403
26 C -0.934 2.011 -1.765
27 C -0.403 1.113 -2.642
28 C -1.134 1.009 -3.865
29 C -2.206 1.842 -3.906
30 S -2.328 2.753 -2.462
31 H -3.191 3.309 -0.082
32 H -4.293 3.019 2.279
33 H -2.623 1.917 3.986
34 H 2.398 3.140 -0.701
35 H 3.035 5.711 -0.878
36 H 0.895 7.233 -0.656
37 H 0.482 0.538 -2.421
38 H -0.863 0.336 -4.670
39 H -2.931 1.976 -4.696
40 F 1.805 -3.310 -2.393
41 B 2.417 -2.379 -1.567
42 F 3.792 -2.513 -1.517
43 F 1.873 -2.438 -0.228
44 F 2.057 -1.036 -1.983
45 C -3.561 -2.886 0.704
46 N -2.318 -3.656 0.722
47 C -2.186 -4.342 -0.567
48 N -2.245 -3.452 -1.726
49 C -3.486 -2.685 -1.662
50 N -3.668 -1.946 -0.412
51 C -2.685 -0.856 -0.284
52 P -0.920 -1.449 -0.294
53 C -1.160 -2.786 0.980
54 C -1.071 -2.566 -1.775
55 H -3.650 -2.332 1.640
56 H -4.393 -3.591 0.633
57 H -3.008 -5.058 -0.650
58 H -1.240 -4.885 -0.586
59 H -4.322 -3.380 -1.768
60 H -3.507 -1.977 -2.493
61 H -2.866 -0.326 0.652
62 H -2.827 -0.137 -1.095
63 H -1.272 -2.314 1.959
64 H -0.250 -3.389 1.010
65 H -0.164 -3.165 -1.843
66 H -1.121 -1.950 -2.676

Calculated values
expectation value of S² = 8.783
net charge = -1
molecular weight = 717.45 g/mol
energy above the lowest of the compared OMol25 structures with the same formula, charge and spin = 42.6 kJ/mol
LUMO level (spin up / spin down) = 2.33 / 0.62 eV
multiplicity = 6
frontier orbital gap (spin up / spin down) = 7.301 / 5.892 eV



No. 3
Computed, not measured: a structure of composition C28H46BaCl4F6O14P, with the ωB97M-V functional and the def2-TZVPD basis.

Positions of all 100 atoms, in Å:
1 Ba -2.099 4.238 3.976
2 P -0.992 -0.632 0.481
3 F -1.394 -0.545 -1.104
4 F 0.552 -0.669 0.045
5 F -0.980 1.015 0.590
6 F -0.703 -0.705 2.095
7 F -2.570 -0.542 0.861
8 F -0.983 -2.300 0.511
9 Cl -5.674 -7.418 1.655
10 C -4.872 -5.957 1.207
11 C -5.604 -5.218 0.074
12 Cl -7.106 -4.409 0.661
13 H -3.835 -6.126 0.920
14 H -4.876 -5.256 2.042
15 H -5.749 -5.739 -0.873
16 H -4.962 -4.377 -0.187
17 Cl -2.575 -0.004 -8.430
18 C -1.134 -0.537 -7.513
19 C -0.201 -1.566 -8.238
20 Cl -0.956 -2.921 -9.034
21 H -1.413 -1.043 -6.588
22 H -0.592 0.316 -7.105
23 H 0.621 -1.829 -7.573
24 H 0.284 -1.039 -9.060
25 C 3.158 2.568 5.258
26 O 2.422 3.748 5.376
27 C 3.126 4.975 5.129
28 C 3.389 5.267 3.645
29 O 2.242 4.959 2.791
30 C 2.679 4.950 1.473
31 H 3.651 2.363 4.308
32 H 2.470 1.736 5.406
33 H 3.914 2.564 6.043
34 H 4.021 5.059 5.745
35 H 2.414 5.756 5.396
36 H 4.346 4.846 3.339
37 H 3.535 6.336 3.489
38 H 1.758 4.779 0.915
39 H 3.435 4.191 1.270
40 H 3.202 5.895 1.324
41 C -3.344 5.775 -0.775
42 O -3.252 6.760 0.264
43 C -2.934 8.067 -0.107
44 C -2.784 9.043 1.093
45 O -1.792 8.430 1.971
46 C -1.482 9.260 3.139
47 H -3.820 4.886 -0.363
48 H -2.477 5.601 -1.413
49 H -4.074 5.978 -1.559
50 H -3.784 8.467 -0.660
51 H -2.011 7.956 -0.677
52 H -3.664 9.332 1.667
53 H -2.366 9.962 0.682
54 H -0.532 9.785 3.036
55 H -1.388 8.545 3.956
56 H -2.294 9.935 3.409
57 C -4.031 0.696 6.586
58 O -4.697 1.527 5.634
59 C -6.104 1.410 5.687
60 C -6.782 1.960 4.384
61 O -6.368 3.273 4.163
62 C -7.072 3.951 3.150
63 H -4.387 1.007 7.568
64 H -2.962 0.889 6.684
65 H -4.203 -0.338 6.288
66 H -6.378 1.894 6.625
67 H -6.397 0.361 5.712
68 H -7.865 2.010 4.502
69 H -6.567 1.277 3.562
70 H -7.114 3.391 2.215
71 H -6.669 4.961 3.075
72 H -8.133 4.116 3.341
73 C 2.401 -7.388 -5.162
74 C 1.336 -7.091 -4.339
75 C 0.212 -8.043 -4.119
76 O -0.734 -7.647 -3.494
77 C 0.378 -9.279 -4.807
78 C 1.491 -9.636 -5.476
79 C 2.607 -8.671 -5.824
80 O 3.555 -8.921 -6.562
81 O 1.633 -10.880 -5.934
82 O 1.132 -5.845 -3.850
83 H 3.066 -6.551 -5.314
84 H -0.303 -10.101 -4.644
85 H 2.444 -10.953 -6.443
86 H 0.466 -5.963 -3.168
87 C 8.987 -3.390 -3.582
88 C 7.833 -3.627 -2.852
89 C 7.785 -4.454 -1.578
90 O 6.812 -4.636 -0.798
91 C 9.026 -5.152 -1.347
92 C 10.143 -4.968 -2.074
93 C 10.305 -3.938 -3.167
94 O 11.329 -3.816 -3.749
95 O 11.208 -5.703 -1.895
96 O 6.619 -3.001 -3.154
97 H 8.895 -2.868 -4.523
98 H 9.115 -5.765 -0.462
99 H 11.947 -5.528 -2.483
100 H 6.090 -3.076 -2.356

Calculated values
net charge = +1
molecular weight = 1030.76 g/mol
LUMO level = -6.23 eV
multiplicity = 1
frontier orbital gap = 3.896 eV



No. 4
Computed, not measured: a structure of composition C4HNO, with the ωB97M-V functional and the def2-TZVPD basis.

Positions of all 7 atoms, in Å:
1 O -1.634 1.214 -0.183
2 C -0.661 0.928 0.414
3 C 0.311 -0.336 -0.185
4 C 0.345 -1.280 -0.969
5 C 0.228 1.242 1.531
6 N 1.064 0.359 1.092
7 H 0.370 -2.107 -1.656

Calculated values
net charge = 0
molecular weight = 79.06 g/mol
energy above the lowest of the compared OMol25 structures with the same formula, charge and spin = 488.4 kJ/mol
LUMO level = -2.42 eV
multiplicity = 1
frontier orbital gap = 6.962 eV



No. 5
Computed, not measured: an isolated molecule of C4H6N4O4, with the ωB97M-V functional and the def2-TZVPD basis.

Positions of all 18 atoms, in Å:
1 C 0.742 -0.891 0.133
2 C 0.723 0.512 -0.128
3 C -1.491 2.258 -0.184
4 C -0.171 -3.068 0.762
5 N -0.291 -1.712 0.335
6 N -0.738 1.086 -0.258
7 N 1.806 1.160 -0.461
8 N -2.064 2.996 -0.898
9 O 2.954 0.718 -0.485
10 O 1.592 2.534 -0.711
11 O -2.821 3.939 -0.996
12 O -1.517 -1.372 0.411
13 H 1.650 -1.303 0.200
14 H 0.284 -3.084 1.816
15 H 0.740 -3.453 0.258
16 H -1.027 -3.683 0.575
17 H 0.967 3.044 -0.204
18 H -1.335 0.321 -0.162

Calculated values
net charge = 0
molecular weight = 174.12 g/mol
energy above the lowest of the compared OMol25 structures with the same formula, charge and spin = 1228.6 kJ/mol
LUMO level (spin up / spin down) = -1.09 / -1.09 eV
multiplicity = 1
frontier orbital gap (spin up / spin down) = 7.408 / 7.282 eV



No. 6
Computed, not measured: the ion C6H9N2S with charge +1, with the ωB97M-V functional and the def2-TZVPD basis.

Positions of all 18 atoms, in Å:
1 C 2.695 -1.125 -0.110
2 N 1.699 -1.130 -0.851
3 C 1.487 -0.318 0.329
4 C 0.313 -0.675 1.295
5 N -0.850 0.112 0.725
6 C -1.556 -0.371 -0.550
7 C -1.050 0.940 -1.305
8 C -0.438 1.340 0.054
9 S 1.424 1.565 0.082
10 H 3.655 -1.402 0.085
11 H 0.320 -1.789 1.211
12 H 0.547 -0.205 2.250
13 H -1.502 0.300 1.506
14 H -2.671 -0.414 -0.385
15 H -1.029 -1.348 -0.896
16 H -0.318 0.843 -2.117
17 H -1.890 1.503 -1.761
18 H -0.835 2.172 0.437

Calculated values
net charge = +1
molecular weight = 141.22 g/mol
energy above the lowest of the compared OMol25 structures with the same formula, charge and spin = 310.3 kJ/mol
LUMO level = -3.21 eV
multiplicity = 1
SMILES string = C1=N[C@@]12C[N@@H+]1CC[C@@H]1S2
frontier orbital gap = 10.013 eV